Molecular formula: C24H43N2P3STm
Method: DFT, wB97M-V/def2-TZVPD

Output
**Maximum force**: 3.23 eV/A
**E**: -96772.1019 eV
**Spin multiplicity**: 3
**Net charge**: +3
**HOMO (spin up / spin down)**: -15.20 / -15.20 eV
**LUMO (spin up / spin down)**: -9.976 / -9.975 eV
**⟨S²⟩**: 2.003

The geometry in XYZ format:
```
74
C24H43N2P3STm | the OMol25 dataset | wB97M-V/def2-TZVPD
Tm 0.0184 0.0442 -0.3762
P -1.9198 1.9723 -0.0244
P -1.7858 -1.3902 1.2621
P 2.0250 2.3528 -0.8350
H -1.6124 -4.8089 -0.8918
C -0.6628 -4.7942 -1.4406
C 0.5245 -4.9175 -0.8300
H 0.6180 -5.3203 0.1847
C -3.2568 1.9602 -1.2734
C -2.9109 2.1616 1.5117
C -1.3827 3.7243 -0.1882
C -1.3027 -3.1355 1.5249
C -2.0478 -0.8901 3.0109
C -3.5005 -1.6278 0.6712
C 3.0671 0.9367 -1.2684
C 2.8678 3.3487 0.4075
C 1.9028 3.2981 -2.3587
H -0.7400 -4.7231 -2.5285
H 1.4608 -4.7432 -1.3634
H -3.9318 2.8055 -1.0786
H -3.8144 1.0170 -1.2271
H -2.8177 2.0650 -2.2737
H -3.5334 3.0611 1.4052
H -2.2514 2.2886 2.3785
H -3.5571 1.2938 1.6835
H -2.2781 4.3607 -0.1494
H -0.8592 3.8906 -1.1372
H -0.7116 4.0028 0.6335
H -2.2033 -3.6881 1.8350
H -0.5427 -3.2010 2.3152
H -0.8946 -3.5976 0.6177
H -3.0445 -1.2289 3.3385
H -1.9814 0.2000 3.1172
H -1.2768 -1.3399 3.6524
H -4.0207 -2.2934 1.3755
H -3.4760 -2.0891 -0.3241
H -4.0299 -0.6698 0.5983
H 3.8208 1.3130 -1.9775
H 2.4692 0.1428 -1.7705
H 3.5736 0.5352 -0.3809
H 3.5352 4.0647 -0.0910
H 3.4515 2.7001 1.0719
H 2.1269 3.8934 1.0003
H 2.9150 3.5944 -2.6760
H 1.2808 4.1970 -2.2412
H 1.4685 2.6547 -3.1408
C 0.3532 -1.8191 -3.4899
C -0.0713 -0.8086 -4.3864
C 0.5002 -0.7143 -5.6544
C 1.4832 -1.6381 -6.0465
C 1.9257 -2.6261 -5.1569
C 1.3637 -2.7161 -3.8861
S -0.4186 -2.0102 -1.9455
H 0.8158 2.0249 -0.0325
H -0.8516 -0.1262 -4.0542
H 0.1822 0.0679 -6.3501
H 1.8896 -1.6013 -7.0592
H 2.7049 -3.3346 -5.4454
H 1.6736 -3.4768 -3.1752
N 1.9482 -1.3854 3.0355
C 1.5777 -1.2627 1.7575
N 1.0682 -0.0273 1.5462
C 1.1314 0.6725 2.7703
C 0.4987 1.8684 3.1312
C 0.3908 2.1349 4.5022
C 0.9232 1.2569 5.4615
C 1.5655 0.0681 5.0762
C 1.6615 -0.1892 3.7149
H 2.3860 -2.2012 3.4609
H 1.7023 -2.0367 1.0032
H 0.1241 2.5322 2.3410
H -0.1136 3.0474 4.8294
H 0.8182 1.5189 6.5149
H 1.9884 -0.6390 5.7881
```